(1)
Entry from the Open Molecules 2025 dataset: C65H73ClCrFN2O7 as an isolated structure at a distorted geometry (ωB97M-V with the def2-TZVPD basis set).

For the maximum force, the calculation gives 2.19 eV Å⁻¹. Its multiplicity is 2. The total energy is -129567.65299 eV. The gap between HOMO and LUMO (spin up / spin down) is 6.8 / 7.0 eV.

Positions of all 150 atoms, in Å:
Cr1 -0.2525 0.1410 -0.1125
C1 3.2140 -0.5989 -1.3513
O1 1.9692 0.0393 -1.0559
C2 1.8308 1.2063 -1.7883
C3 1.3445 1.1180 -3.0912
C4 0.7154 -0.1359 -3.7008
C5 0.8748 -1.5042 -3.0649
C6 1.7342 -2.4492 -3.6035
C7 1.8240 -3.7520 -3.1137
C8 0.9925 -4.0955 -2.0519
C9 0.1012 -3.1903 -1.4922
C10 -0.9168 -3.6153 -0.4593
C11 -0.8302 -3.1569 0.9940
C12 -1.8023 -3.6585 1.8555
C13 -1.8718 -3.2913 3.1902
C14 -0.9517 -2.3525 3.6458
C15 0.0402 -1.8262 2.8342
C16 0.9449 -0.7743 3.4724
C17 2.1221 -0.1556 2.7514
C18 3.4134 -0.3066 3.2231
C19 4.4878 0.4226 2.7108
C20 4.2195 1.3120 1.6766
C21 2.9389 1.4944 1.1669
C22 2.6399 2.6354 0.2188
C23 2.2494 2.4147 -1.2370
C24 2.2499 3.5317 -2.0610
C25 1.8580 3.4808 -3.3953
C26 1.3666 2.2708 -3.8739
C27 1.9866 4.7358 -4.2541
C28 1.1589 5.8708 -3.6238
C29 3.4598 5.1701 -4.2954
C30 1.5137 4.5145 -5.6921
C31 1.8735 0.7561 1.7064
O2 0.6395 0.9168 1.2674
C32 5.8568 0.3103 3.3760
C33 6.3612 -1.1383 3.3070
C34 5.7272 0.7335 4.8493
C35 6.9042 1.2167 2.7251
C36 0.0990 -2.2621 1.5098
O3 1.1427 -1.8161 0.7108
C37 2.3242 -2.5914 0.9234
C38 -2.9110 -3.8545 4.1529
C39 -2.1935 -4.4878 5.3553
C40 -3.7886 -4.9273 3.5051
C41 -3.8133 -2.7063 4.6316
C42 0.0387 -1.8827 -1.9978
O4 -0.8204 -1.0196 -1.4597
C43 2.7602 -4.7497 -3.7894
C44 2.7101 -6.1386 -3.1480
C45 2.3426 -4.9037 -5.2616
C46 4.2078 -4.2415 -3.7235
H1 3.5476 -0.3271 -2.3536
H2 3.0692 -1.6749 -1.3163
H3 3.9705 -0.2940 -0.6227
H4 1.0632 -0.2028 -4.7343
H5 -0.3611 0.0705 -3.7309
H6 2.3480 -2.1538 -4.4487
H7 1.0060 -5.1021 -1.6511
H8 -0.9649 -4.7071 -0.4539
H9 -1.8855 -3.2464 -0.8135
H10 -2.5231 -4.3538 1.4448
H11 -1.0012 -1.9998 4.6703
H12 1.3065 -1.1896 4.4161
H13 0.2788 0.0621 3.7148
H14 3.5789 -0.9890 4.0503
H15 5.0156 1.9198 1.2637
H16 3.4995 3.3087 0.2218
H17 1.7953 3.1758 0.6633
H18 2.5830 4.4713 -1.6345
H19 0.9890 2.1986 -4.8867
H20 1.6407 6.2525 -2.7229
H21 0.1630 5.5239 -3.3524
H22 1.0580 6.6973 -4.3298
H23 3.8569 5.3319 -3.2936
H24 3.5515 6.1067 -4.8497
H25 4.0763 4.4172 -4.7889
H26 0.4464 4.3048 -5.7306
H27 2.0549 3.6946 -6.1663
H28 1.6932 5.4188 -6.2757
H29 5.6843 -1.8204 3.8217
H30 7.3446 -1.2144 3.7760
H31 6.4471 -1.4630 2.2685
H32 5.0296 0.0939 5.3889
H33 5.3651 1.7605 4.9157
H34 6.6992 0.6749 5.3441
H35 7.0626 0.9536 1.6779
H36 7.8543 1.1055 3.2498
H37 6.6093 2.2650 2.7872
H38 2.2767 -3.0938 1.8907
H39 3.1876 -1.9292 0.9211
H40 2.4200 -3.3454 0.1359
H41 -1.5255 -5.2846 5.0236
H42 -2.9220 -4.9136 6.0484
H43 -1.6017 -3.7520 5.8989
H44 -3.1864 -5.7521 3.1202
H45 -4.3835 -4.5098 2.6917
H46 -4.4761 -5.3331 4.2487
H47 -3.2489 -1.9842 5.2225
H48 -4.6241 -3.0944 5.2524
H49 -4.2420 -2.1799 3.7776
H50 1.7089 -6.5668 -3.2140
H51 3.0147 -6.1103 -2.1004
H52 3.3932 -6.8056 -3.6766
H53 1.2954 -5.2026 -5.3256
H54 2.9519 -5.6664 -5.7517
H55 2.4627 -3.9690 -5.8093
H56 4.5378 -4.1585 -2.6860
H57 4.3046 -3.2616 -4.1918
H58 4.8751 -4.9333 -4.2423
C47 -7.1364 3.2147 -1.2857
C48 -6.1365 3.8128 -0.2961
C49 -6.0098 5.3280 -0.4186
C50 -5.5590 5.6941 -1.8282
C51 -4.3765 4.8501 -2.2411
C52 -3.6379 5.1976 -3.3548
C53 -2.5151 4.4580 -3.6912
F1 -1.8803 4.7674 -4.8367
C54 -2.0299 3.4545 -2.8943
C55 -2.7686 3.0733 -1.7694
C56 -2.2867 2.0131 -0.8980
O5 -1.0939 1.6139 -1.0154
C57 -3.2390 1.5090 0.0339
C58 -4.4430 2.1326 0.1787
N1 -4.8095 3.2285 -0.4982
C59 -3.9917 3.7226 -1.4980
C60 -2.9920 0.3387 0.9518
O6 -3.9023 -0.0211 1.6875
O7 -1.8344 -0.1983 0.9201
H59 -8.1103 3.6901 -1.1691
H60 -7.2478 2.1473 -1.0986
H61 -6.8006 3.3485 -2.3132
H62 -6.4533 3.5559 0.7163
H63 -5.2581 5.6724 0.2962
H64 -6.9607 5.8019 -0.1769
H65 -5.2711 6.7459 -1.8670
H66 -6.3812 5.5663 -2.5364
H67 -3.9274 6.0426 -3.9657
H68 -1.1017 2.9475 -3.1243
H69 -5.1521 1.7331 0.8936
Cl1 -4.5962 2.3999 4.4209
C61 -3.3901 3.0046 3.3502
C62 -3.5671 4.2218 2.7112
C63 -2.5851 4.6490 1.8300
C64 -1.4677 3.8474 1.6465
N2 -1.2864 2.6979 2.2868
C65 -2.2283 2.2759 3.1163
H70 -4.4477 4.8189 2.9107
H71 -2.6787 5.5948 1.3117
H72 -0.6730 4.1421 0.9674
H73 -2.0660 1.3187 3.5997

=====

(2)
Entry from the Open Molecules 2025 dataset: one molecule with the formula O3 at a distorted geometry (ωB97M-V with the def2-TZVPD basis set).

For the maximum force, the calculation gives 5.67 eV Å⁻¹. Its multiplicity is 1. The value obtained for the energy above the lowest of the compared OMol25 structures with the same formula, charge and spin is 1.075 eV. The total energy is -6133.87885 eV. The gap between HOMO and LUMO (spin up / spin down) is 8.8 / 8.8 eV.

Positions of all 3 atoms, in Å:
O1 0.2121 -0.1762 -0.2359
O2 0.9168 -0.1291 0.7142
O3 -1.1289 0.3053 -0.4783

=====

(3)
Entry from the Open Molecules 2025 dataset: one molecule with the formula C4H8O2 at a distorted geometry (ωB97M-V with the def2-TZVPD basis set).

For the maximum force, the calculation gives 2.45 eV Å⁻¹. Its multiplicity is 1. The value obtained for the energy above the lowest of the compared OMol25 structures with the same formula, charge and spin is 2.733 eV. The total energy is -8370.54878 eV. The gap between HOMO and LUMO is 10.7 eV. As for the SMILES: OC[C@H]1CCO1.

Positions of all 14 atoms, in Å:
O1 0.6894 -1.1813 1.3388
C1 1.0918 0.1575 1.2855
C2 0.0598 0.6867 0.2837
C3 0.1851 0.1494 -1.1359
C4 -1.2291 -0.3834 -0.9972
O2 -1.2468 -0.1836 0.4344
H1 -0.3335 -1.0798 1.0480
H2 1.0415 0.7067 2.2478
H3 2.1523 0.3041 0.9531
H4 -0.2875 1.7065 0.4159
H5 0.3323 0.8888 -1.9164
H6 0.9299 -0.6499 -1.1915
H7 -1.4080 -1.4080 -1.3471
H8 -1.9774 0.2863 -1.4191

=====

(4)
Entry from the Open Molecules 2025 dataset: C46H60CdCl2N5O5PSSi as an isolated structure at a distorted geometry (ωB97M-V with the def2-TZVPD basis set).

The net charge is -2. For the maximum force, the calculation gives 1.63 eV Å⁻¹. Its multiplicity is 1. The value obtained for the energy above the lowest of the compared OMol25 structures with the same formula, charge and spin is 1.280 eV. The total energy is -123982.22539 eV. The gap between HOMO and LUMO is 5.6 eV.

Positions of all 122 atoms, in Å:
Cd1 -1.4512 -1.4528 -1.1800
C1 -3.7354 -4.9685 -2.6067
C2 -3.3610 -3.8566 -1.6357
O1 -2.1212 -3.6044 -1.5328
C3 -4.3971 -3.1611 -1.0227
C4 -4.1592 -1.9868 -0.2562
C5 -5.1641 -0.8654 -0.3302
N1 -3.1275 -1.7648 0.5201
N2 -2.5327 -2.8197 1.1820
C6 -1.2405 -2.9162 1.2086
O2 -0.3773 -2.2907 0.4684
C7 -0.6977 -3.8617 2.2249
C8 -1.4601 -4.2811 3.3175
C9 -0.9133 -5.1086 4.2839
C10 0.4050 -5.5411 4.1790
C11 1.1635 -5.1427 3.0872
C12 0.6191 -4.3082 2.1223
H1 -3.7127 -4.5695 -3.6240
H2 -2.9997 -5.7702 -2.5378
H3 -4.7312 -5.3650 -2.4055
H4 -5.4040 -3.3298 -1.3891
H5 -5.3897 -0.6024 -1.3650
H6 -6.0914 -1.1889 0.1547
H7 -4.7822 0.0068 0.1995
H8 -2.4858 -3.9436 3.3774
H9 -1.5157 -5.4177 5.1316
H10 0.8355 -6.1751 4.9461
H11 2.1872 -5.4865 2.9849
H12 1.1982 -3.9887 1.2637
Cl1 -1.6364 1.2158 -0.4837
C13 -2.6308 2.0483 -1.6360
C14 -2.7886 3.4089 -1.4457
C15 -3.5764 4.1607 -2.3016
C16 -4.2204 3.5224 -3.3504
C17 -4.0540 2.1636 -3.5348
Cl2 -4.8999 1.4444 -4.8680
C18 -3.2391 1.3474 -2.7091
S1 -3.0370 -0.3228 -3.0512
H13 -2.2924 3.8804 -0.6060
H14 -3.6705 5.2308 -2.1680
H15 -4.8502 4.0734 -4.0367
O3 1.9470 -1.0987 -0.1262
H16 1.5756 -0.8714 -1.0001
H17 1.1581 -1.4667 0.3174
C19 2.9534 -2.2738 -3.1071
C20 2.3319 -1.5026 -4.2779
C21 3.4641 -1.0468 -5.2031
C22 1.4087 -2.4661 -5.0348
Si1 1.2718 -0.0830 -3.5237
O4 0.3596 -0.6354 -2.3765
C23 0.3239 0.9270 -4.8380
C24 0.3445 0.7617 -6.2215
C25 -0.3819 1.5957 -7.0645
C26 -1.1505 2.6202 -6.5337
C27 -1.1843 2.8082 -5.1572
C28 -0.4507 1.9730 -4.3310
C29 2.4345 1.3190 -2.9031
C30 2.3456 1.7294 -1.5696
C31 3.1171 2.7750 -1.0780
C32 4.0050 3.4391 -1.9126
C33 4.0916 3.0649 -3.2481
C34 3.3050 2.0291 -3.7329
H18 3.5703 -3.1021 -3.4817
H19 2.1750 -2.6875 -2.4651
H20 3.5859 -1.6309 -2.4891
H21 4.0145 -1.9188 -5.5821
H22 4.1759 -0.4173 -4.6646
H23 3.0900 -0.4854 -6.0648
H24 1.9665 -3.3495 -5.3733
H25 0.9562 -1.9982 -5.9124
H26 0.6012 -2.8028 -4.3803
H27 0.9353 -0.0336 -6.6642
H28 -0.3463 1.4455 -8.1386
H29 -1.7244 3.2727 -7.1824
H30 -1.7847 3.6017 -4.7276
H31 -0.4724 2.1306 -3.2570
H32 1.6601 1.2160 -0.9041
H33 3.0165 3.0740 -0.0392
H34 4.6215 4.2469 -1.5333
H35 4.7675 3.5906 -3.9148
H36 3.3671 1.7751 -4.7867
O5 -0.0343 0.3073 1.9847
P1 0.6348 0.9191 3.1326
N3 1.0627 2.5063 2.8164
C35 1.8052 3.3909 3.7139
C36 0.8834 4.5863 3.9480
C37 0.1617 4.7058 2.6038
C38 -0.0594 3.2499 2.1935
N4 -0.4555 0.9432 4.4174
C39 -1.5420 -0.0395 4.4462
C40 -2.3810 0.4755 5.6087
C41 -1.3160 0.9070 6.6338
C42 -0.0581 1.2213 5.7912
N5 2.0176 0.2208 3.8076
C43 3.3718 0.7008 3.4706
C44 4.2627 -0.5342 3.5987
C45 3.3411 -1.6678 3.1583
C46 1.9994 -1.2699 3.7668
H37 2.7241 3.7270 3.2164
H38 2.0847 2.8826 4.6370
H39 1.4413 5.4839 4.2194
H40 0.1664 4.3632 4.7425
H41 0.8034 5.2113 1.8784
H42 -0.7795 5.2509 2.6722
H43 -0.0628 3.1036 1.1141
H44 -1.0170 2.8822 2.5785
H45 -1.1758 -1.0542 4.6617
H46 -2.0559 -0.0622 3.4868
H47 -3.0638 -0.2784 6.0011
H48 -2.9602 1.3413 5.2828
H49 -1.1076 0.0916 7.3278
H50 -1.6338 1.7726 7.2167
H51 0.7900 0.5979 6.1019
H52 0.2505 2.2662 5.8882
H53 3.6879 1.4779 4.1725
H54 3.4078 1.1118 2.4565
H55 4.5612 -0.6672 4.6437
H56 5.1582 -0.4482 2.9830
H57 3.6769 -2.6492 3.4960
H58 3.2497 -1.6703 2.0748
H59 1.8954 -1.6593 4.7876
H60 1.1569 -1.6354 3.1768

=====

(5)
Entry from the Open Molecules 2025 dataset: a 2-piece molecular cluster, C3H11N4 overall at a distorted geometry (ωB97M-V with the def2-TZVPD basis set).

The net charge is +1. For the maximum force, the calculation gives 2.62 eV Å⁻¹. Its multiplicity is 1. The value obtained for the energy above the lowest of the compared OMol25 structures with the same formula, charge and spin is 1.799 eV. The total energy is -9242.44363 eV. The gap between HOMO and LUMO is 9.8 eV.

Positions of all 18 atoms, in Å:
C1 0.0810 1.6450 -0.7127
C2 1.4222 1.7061 -0.8685
N1 2.0593 2.7981 -1.5031
N2 -0.5219 0.3702 -0.0904
H1 -0.5720 2.5201 -0.9802
H2 2.0938 0.8871 -0.4894
H3 3.0651 2.6809 -1.5479
H4 1.6847 3.0976 -2.4145
H5 -1.2323 -0.0129 -0.7093
H6 -0.9788 0.5167 0.8067
H7 0.1102 -0.4566 0.0527
N3 -1.8581 -1.4922 1.4370
C3 -0.7733 -2.3864 1.1255
N4 0.3142 -2.0597 0.5077
H8 -2.0566 -1.5714 2.4389
H9 -2.7270 -1.9263 1.1100
H10 -0.9328 -3.3791 1.4733
H11 0.8223 -2.9371 0.3641

=====

(6)
Entry from the Open Molecules 2025 dataset: C19H8Cl4IO4RuS2 as an isolated structure (ωB97M-V with the def2-TZVPD basis set).

The net charge is -1. For the maximum force, the calculation gives 0.99 eV Å⁻¹. Its multiplicity is 5. The total energy is -110468.84179 eV. The gap between HOMO and LUMO (spin up / spin down) is 6.7 / 5.0 eV.

Positions of all 39 atoms, in Å:
Ru1 -0.1269 0.1340 0.0358
Cl1 -1.8617 -6.4720 0.2492
C1 -1.3803 -4.9088 -0.2975
C2 -1.2280 -4.6710 -1.6671
Cl2 -1.5245 -5.9376 -2.8009
C3 -0.8316 -3.4164 -2.1185
Cl3 -0.6477 -3.0915 -3.8013
C4 -0.5878 -2.3732 -1.2146
O1 -0.1971 -1.1834 -1.5594
C5 -0.7586 -2.6158 0.1834
O2 -0.5337 -1.6111 0.9855
C6 -1.1422 -3.8882 0.6189
Cl4 -1.3335 -4.1603 2.3101
S1 0.0759 1.2641 2.0419
C7 -1.4798 2.0157 2.2126
C8 -1.6311 2.8960 3.2973
C9 -2.8292 3.5196 3.5521
C10 -3.9257 3.2977 2.7111
C11 -3.7975 2.4571 1.6331
C12 -2.5847 1.7936 1.3566
S2 -2.5714 0.7061 0.0151
H1 -0.7764 3.0654 3.9400
H2 -2.9234 4.1764 4.4079
H3 -4.8739 3.7813 2.9097
H4 -4.6308 2.2774 0.9663
I1 3.0991 6.1112 -5.8915
C13 2.1795 5.0216 -4.3336
C14 1.4066 5.6946 -3.4024
C15 0.8095 4.9744 -2.3790
C16 0.9888 3.6009 -2.2902
C17 1.7643 2.9438 -3.2397
C18 2.3660 3.6513 -4.2696
C19 0.3312 2.8272 -1.1737
O3 -0.4262 3.3924 -0.4021
O4 0.6375 1.5648 -1.1684
H5 1.2714 6.7652 -3.4739
H6 0.1945 5.4681 -1.6380
H7 1.8824 1.8720 -3.1616
H8 2.9694 3.1403 -5.0072